[1]
The following is a DFT calculation (ωB97M-V/def2-TZVPD) of C23H22IN4O3OsS2 as an isolated structure.

For the relative energy (zero: lowest compared OMol25 entry of this formula, charge and spin), the calculation gives 180.9 kJ/mol. The molar mass comes out at 783.722 g mol⁻¹. For the HOMO-LUMO gap, the calculation gives 6.561 eV. The total charge is +1. The electronic energy comes out at -68543.1304 eV. The HOMO energy comes out at -9.8 eV.

CARTESIAN COORDINATES (ANGSTROEM)
Os -0.086 -1.402 -0.850
O 2.836 -0.071 -0.262
S 2.002 1.095 -0.007
O 2.175 1.719 1.282
N 0.496 0.622 -0.256
C -0.525 1.552 -0.272
C -0.491 2.867 0.153
C -1.621 3.693 0.019
C -2.790 3.235 -0.525
C -2.873 1.892 -0.949
C -4.026 1.340 -1.543
C -4.016 0.035 -1.951
C -2.869 -0.739 -1.742
N -1.772 -0.268 -1.173
C -1.749 1.055 -0.798
C 2.400 2.283 -1.254
C 2.881 3.530 -0.894
C 3.186 4.447 -1.891
C 3.006 4.111 -3.224
C 2.525 2.853 -3.573
C 2.221 1.933 -2.586
H 0.406 3.269 0.600
H -1.550 4.720 0.355
H -3.651 3.881 -0.636
H -4.902 1.963 -1.680
H -4.874 -0.418 -2.427
H -2.831 -1.775 -2.048
H 3.015 3.770 0.153
H 3.565 5.425 -1.623
H 3.243 4.828 -3.998
H 2.391 2.592 -4.614
H 1.855 0.946 -2.841
C -0.161 -3.438 -1.141
H -0.138 -3.907 -2.130
H -0.610 -4.172 -0.462
S 1.666 -3.279 -0.742
C 1.736 -3.133 1.012
N 2.366 -2.044 1.471
C 2.523 -1.790 2.773
C 2.037 -2.670 3.711
C 1.385 -3.817 3.268
C 1.244 -4.059 1.911
H 2.644 -1.300 0.769
H 3.026 -0.862 3.011
H 2.169 -2.466 4.763
H 0.996 -4.530 3.983
H 0.755 -4.950 1.545
N -1.789 -1.246 2.950
C -1.616 -1.733 1.723
O -0.543 -1.476 1.140
C -2.697 -2.586 1.139
I -2.750 -4.470 2.149
H -1.083 -0.645 3.344
H -2.588 -1.499 3.506
H -2.472 -2.777 0.097
H -3.676 -2.134 1.264

=====

[2]
The following is a DFT calculation (ωB97M-V/def2-TZVPD) of an isolated molecule of C3H6BrNOS.

For the relative energy (zero: lowest compared OMol25 entry of this formula, charge and spin), the calculation gives 105.0 kJ/mol. The molar mass comes out at 184.058 g mol⁻¹. For the HOMO-LUMO gap, the calculation gives 9.973 eV. The electronic energy comes out at -87622.5253 eV. The HOMO energy comes out at -9.5 eV.

CARTESIAN COORDINATES (ANGSTROEM)
C -0.382 0.728 1.440
C 0.629 0.260 0.001
S 0.077 1.414 -1.357
Br 2.488 0.411 0.456
C 0.234 -1.265 -0.254
N -0.762 -1.464 -1.095
O 0.799 -2.022 0.484
H -0.662 1.749 1.248
H -1.251 0.134 1.128
H -0.068 0.544 2.449
H 0.954 2.450 -1.271
H -1.106 -0.596 -1.576
H -0.950 -2.343 -1.653

=====

[3]
The following is a DFT calculation (ωB97M-V/def2-TZVPD) of an isolated molecule of C4H10BN.

For the relative energy (zero: lowest compared OMol25 entry of this formula, charge and spin), the calculation gives 31.1 kJ/mol. The molar mass comes out at 82.943 g mol⁻¹. For the HOMO-LUMO gap, the calculation gives 10.765 eV. The electronic energy comes out at -6476.8030 eV. The HOMO energy comes out at -9.9 eV.

CARTESIAN COORDINATES (ANGSTROEM)
C 1.839 0.160 0.438
C 0.725 0.079 -0.575
C -0.290 -1.033 -0.465
C -1.552 -0.622 0.330
B -1.498 1.003 0.070
N -0.213 1.285 -0.434
H 2.366 -0.841 0.514
H 1.593 0.289 1.454
H 2.500 0.953 0.087
H 1.248 0.002 -1.541
H 0.092 -2.054 -0.135
H -0.727 -1.382 -1.387
H -1.518 -0.742 1.442
H -2.395 -1.320 0.088
H -2.284 1.949 0.561
H 0.116 2.275 -0.446

=====

[4]
The following is a DFT calculation (ωB97M-V/def2-TZVPD) of an isolated molecule of C4H6O2.

For the relative energy (zero: lowest compared OMol25 entry of this formula, charge and spin), the calculation gives 154.0 kJ/mol. The molar mass comes out at 86.090 g mol⁻¹. For the HOMO-LUMO gap, the calculation gives 9.181 eV. The electronic energy comes out at -8338.8646 eV. The HOMO energy comes out at -8.1 eV.

CARTESIAN COORDINATES (ANGSTROEM)
C 1.111 1.427 -0.182
C 0.363 0.181 0.095
C -0.258 -0.286 1.174
O -0.971 -1.433 0.860
C -1.028 -1.366 -0.555
O 0.126 -0.675 -0.976
H 1.240 1.999 0.740
H 2.088 1.224 -0.628
H 0.537 2.032 -0.893
H -0.250 0.043 2.203
H -1.048 -2.372 -0.974
H -1.910 -0.774 -0.862

=====

> Which value of relative energy (zero: lowest compared OMol25 entry of this formula, charge and spin) does entry 4 give?

154.0 kJ/mol

=====

> Which of these has the lowest molar mass?

C4H10BN